1.
57
Properties=species:S:1:pos:R:3 method="wB97M-V/def2-TZVPD" multiplicity=6 mol_weight_g_mol=537.84 de_lowest_kj_mol=0.1
Sm -1.77 -0.22 0.17
N -5.89 -2.04 0.00
C -4.59 -1.77 0.21
O -3.96 -1.10 -0.61
C -3.98 -2.29 1.49
C -2.44 -2.31 1.43
H -6.34 -1.69 -0.83
H -6.42 -2.60 0.64
H -4.43 -3.27 1.70
H -4.31 -1.61 2.29
H -2.15 -3.23 0.90
H -2.10 -2.48 2.46
C 1.61 2.00 -2.97
C 0.90 2.64 -1.76
C -0.60 2.39 -1.80
C 1.57 2.31 -0.43
C 2.41 3.29 0.09
C 3.05 3.12 1.30
C 2.82 1.97 2.03
C 1.98 0.95 1.55
C 1.78 -0.23 2.49
C 2.10 -1.61 1.93
C 0.37 -0.21 3.09
C 1.36 1.12 0.30
N 0.53 0.11 -0.26
C 1.12 -0.75 -1.14
C 2.51 -0.92 -1.33
C 3.02 -1.85 -2.21
C 2.19 -2.67 -2.97
C 0.81 -2.52 -2.84
C 0.33 -1.59 -1.96
F -1.06 -1.42 -1.87
H 1.21 2.42 -3.90
H 1.47 0.93 -2.99
H 2.68 2.21 -2.93
H 1.03 3.72 -1.87
H -0.83 1.34 -1.97
H -1.06 2.96 -2.62
H -1.06 2.73 -0.88
H 2.57 4.20 -0.48
H 3.71 3.89 1.69
H 3.29 1.85 2.99
H 2.47 -0.06 3.32
H 1.37 -1.92 1.18
H 2.08 -2.35 2.74
H 3.09 -1.63 1.47
H -0.35 -0.55 2.35
H 0.09 0.80 3.41
H 0.30 -0.88 3.95
H 3.17 -0.29 -0.75
H 4.09 -1.94 -2.31
H 2.60 -3.39 -3.66
H 0.13 -3.11 -3.42
O -3.16 1.59 -0.31
C -3.12 1.91 0.90
O -2.43 1.31 1.77
H -3.73 2.77 1.24

2.
72
Properties=species:S:1:pos:R:3 method="wB97M-V/def2-TZVPD" mol_weight_g_mol=647.56 de_lowest_kj_mol=37.9 charge=+3
Bi 0.01 -1.16 0.12
P 0.98 -3.24 1.40
P 1.93 0.80 1.22
P 2.14 -0.84 -2.04
H -2.53 -1.02 -2.12
C -1.58 -1.50 -2.40
C -0.94 -2.38 -1.49
H -1.63 -2.86 -0.75
C -0.26 -3.12 2.73
C 2.61 -3.00 2.15
C 0.85 -4.84 0.58
C 1.71 2.58 0.80
C 1.52 1.02 3.00
C 3.76 0.81 1.36
C 1.91 -1.36 -3.81
C 3.67 -1.81 -1.69
C 2.96 0.77 -2.34
H -1.55 -1.74 -3.47
H -0.02 -2.86 -1.86
H -1.19 -2.64 2.37
H 0.11 -2.52 3.57
H -0.50 -4.14 3.07
H 2.62 -2.12 2.82
H 3.37 -2.84 1.36
H 2.86 -3.91 2.72
H 0.08 -4.82 -0.20
H 0.59 -5.60 1.33
H 1.82 -5.08 0.11
H 2.42 3.13 1.45
H 0.68 2.90 1.03
H 1.95 2.77 -0.25
H 2.43 1.34 3.54
H 1.18 0.09 3.47
H 0.74 1.78 3.13
H 4.01 1.59 2.09
H 4.23 1.06 0.40
H 4.11 -0.17 1.73
H 2.80 -1.02 -4.38
H 1.02 -0.89 -4.25
H 1.83 -2.45 -3.89
H 4.35 -1.74 -2.56
H 3.42 -2.87 -1.52
H 4.18 -1.40 -0.81
H 3.40 0.76 -3.35
H 3.77 0.94 -1.62
H 2.24 1.59 -2.28
C -2.65 1.87 -2.97
C -2.19 3.20 -2.94
C -3.10 4.19 -2.64
C -4.40 3.86 -2.23
C -4.80 2.54 -2.10
C -3.90 1.51 -2.44
S -1.82 0.82 -4.09
H -0.54 1.20 -3.88
H -1.18 3.42 -3.24
H -2.80 5.22 -2.67
H -5.04 4.70 -1.96
H -5.77 2.26 -1.68
H -4.18 0.45 -2.30
C -2.70 1.47 3.72
C -2.93 2.22 2.40
C -2.15 1.45 1.33
O -1.51 0.31 1.96
C -2.02 0.16 3.32
H -2.03 2.03 4.38
H -3.63 1.26 4.25
H -2.61 3.27 2.44
H -4.00 2.21 2.13
H -2.81 1.09 0.53
H -1.36 2.09 0.88
H -1.18 -0.11 3.99
H -2.75 -0.67 3.34